Entry 1:
106
Properties=species:S:1:pos:R:3 method="wB97M-V/def2-TZVPD" homo_lumo_gap_ev=5.85 spin_multiplicity=1 charge=-1 homo_ha=-0.1448
Cs 0.54055 -0.15274 -2.45666
C 2.57805 3.58982 -5.31568
C 1.84720 2.62683 -6.00237
C 1.94756 1.28705 -5.65979
C 2.76913 0.86835 -4.59969
C 3.47186 1.85532 -3.89440
C 3.38486 3.19134 -4.25892
N 2.80389 -0.44769 -4.16671
C 2.98588 -1.46330 -4.97943
C 3.52537 -1.32503 -6.32108
C 3.73878 -2.39628 -7.12417
C 3.43263 -3.72263 -6.69500
C 2.94041 -3.90848 -5.44186
C 2.70730 -2.82090 -4.55029
N 2.22739 -2.99757 -3.27750
N 2.01451 -4.18911 -2.94147
C 1.42632 -4.36050 -1.67910
C 1.57583 -5.63408 -1.11393
C 0.99169 -5.91309 0.10321
C 0.25459 -4.92168 0.74066
C 0.15161 -3.69724 0.10322
N 0.70981 -3.40915 -1.07520
H 2.48825 4.63723 -5.57493
H 1.18896 2.92252 -6.81218
H 1.38856 0.53793 -6.20925
H 4.11315 1.54832 -3.07546
H 3.94998 3.93240 -3.70268
H 3.78882 -0.32998 -6.65502
H 4.16208 -2.24286 -8.11219
H 3.60429 -4.56338 -7.35572
H 2.71021 -4.89943 -5.07611
H 2.15577 -6.37070 -1.65519
H 1.10214 -6.89386 0.55166
H -0.22594 -5.08740 1.69750
H -0.40378 -2.89119 0.56568
N 4.43545 -0.93223 -0.59979
C 5.20720 0.14490 -0.27621
C 6.58418 0.16341 -0.25612
C 7.28046 1.32791 0.12935
C 6.62441 2.46735 0.50689
C 5.20674 2.47648 0.51030
C 4.42921 3.59398 0.89687
C 3.06821 3.50698 0.90329
C 2.45746 2.29370 0.50917
N 3.13891 1.24889 0.11561
C 4.49782 1.32553 0.11784
H 4.81724 -1.68641 -1.14081
H 3.48840 -0.66263 -0.80577
H 7.13236 -0.72602 -0.54768
H 8.36344 1.31073 0.12886
H 7.16570 3.35769 0.80674
H 4.93295 4.50839 1.19431
H 2.44893 4.34555 1.19859
H 1.37649 2.19645 0.51463
Cl 0.86244 4.19423 -2.20951
C -0.79102 3.90158 -2.82508
Cl -0.89207 4.35635 -4.52648
Cl -1.93760 4.94424 -1.91017
C -1.13547 2.39945 -2.64646
N -1.32460 1.52051 -3.45086
C -5.51862 -2.90762 2.70575
C -4.28831 -2.02147 2.44141
C -3.09420 -2.96831 2.19051
C -4.56280 -1.22124 1.16016
C -4.01475 -1.07087 3.66681
O -3.58114 -1.82265 4.80313
C -5.28062 -0.28359 4.06073
C -5.14512 0.64636 5.27972
C -4.65165 2.05093 4.99930
C -5.28898 2.86233 4.06302
C -4.84270 4.14888 3.79678
C -3.74520 4.63995 4.48366
Cl -3.17328 6.25024 4.15429
C -3.09885 3.86352 5.42862
C -3.55838 2.57740 5.67905
C -2.91935 -0.02728 3.42608
N -1.63209 -0.47745 2.92744
C -1.11546 -0.24337 1.71301
N 0.10878 -0.70878 1.62924
C 0.29852 -1.24105 2.86978
N -0.72388 -1.11961 3.69630
H -5.61970 -3.61694 1.88230
H -6.44648 -2.33712 2.75727
H -5.42570 -3.50172 3.62295
H -3.43681 -3.86204 1.66225
H -2.61879 -3.27780 3.12092
H -2.33526 -2.50307 1.56449
H -4.71848 -1.91640 0.33072
H -3.72915 -0.57330 0.88585
H -5.45905 -0.60146 1.24132
H -4.20237 -2.54460 4.94500
H -6.04774 -1.01839 4.30030
H -5.64080 0.28666 3.20059
H -4.49808 0.16921 6.01779
H -6.13428 0.72783 5.73769
H -6.15323 2.48694 3.52408
H -5.33793 4.76625 3.05793
H -2.23999 4.25835 5.95643
H -3.04499 1.96717 6.41515
H -2.73299 0.46883 4.37552
H -3.27908 0.71919 2.71918
H -1.65999 0.27006 0.93743
H 1.21915 -1.72053 3.16962
O -2.93833 2.14353 0.47450
C -2.05626 2.17650 -0.31964
N -1.12053 2.17060 -1.07193

Entry 2:
105
Properties=species:S:1:pos:R:3 method="wB97M-V/def2-TZVPD" homo_lumo_gap_ev="6.74 / 7.07" spin_multiplicity=3 charge=0 homo_ha="-0.2759 / -0.2942" s2=2.029
W 0.76264 0.01996 -0.15918
I -4.06975 -5.03178 -2.08581
C -3.15613 -3.34692 -1.23599
C -2.82840 -3.35464 0.10830
C -2.18132 -2.25037 0.63100
I -1.60275 -2.23710 2.64275
C -1.86491 -1.11316 -0.14689
O -1.20969 -0.06911 0.42285
C -2.24644 -1.13459 -1.49723
C -1.90160 -0.01132 -2.44555
N -1.04233 1.00131 -1.83506
C -0.84017 2.14317 -2.73586
C -0.33891 3.37748 -2.01749
C 0.31008 4.39681 -2.70538
C 0.70651 5.52519 -2.01289
C 0.38235 5.63608 -0.66830
C -0.28805 4.58387 -0.07306
N -0.60638 3.45989 -0.71646
C -2.86802 -2.25410 -2.02519
H -3.05995 -4.20313 0.73655
H -2.82968 0.45591 -2.79978
H -1.38553 -0.42889 -3.31388
H -1.55575 1.39334 -1.05197
H -1.79425 2.42594 -3.20104
H -0.14866 1.85082 -3.52509
H 0.52123 4.29493 -3.76299
H 1.25820 6.31263 -2.51058
H 0.64469 6.51380 -0.09233
H -0.57844 4.62338 0.97217
H -3.11055 -2.27344 -3.08198
C 0.08004 1.44761 2.81440
C 1.31767 2.00561 2.18666
C 2.13862 2.83264 2.97625
C 3.21777 3.46044 2.43992
C 3.49120 3.29217 1.06782
C 4.55807 3.95971 0.43315
C 4.79413 3.76713 -0.89923
C 3.99038 2.88316 -1.63260
C 2.95508 2.20052 -1.03322
S 2.01323 1.05410 -1.96198
C 2.66584 2.40685 0.33578
N 1.58924 1.74677 0.90390
H 0.31239 0.54393 3.38034
H -0.67886 1.21838 2.07416
H -0.32445 2.17485 3.51995
H 1.88469 2.95709 4.02037
H 3.85033 4.10471 3.03939
H 5.17731 4.62772 1.01913
H 5.60769 4.28571 -1.38978
H 4.17626 2.70801 -2.68497
C 4.82239 -3.55954 2.01274
C 4.63099 -3.33081 0.52606
C 4.82687 -4.46645 -0.26769
C 4.76323 -4.44240 -1.64435
Cl 4.98002 -5.90899 -2.54823
C 4.53749 -3.24698 -2.29927
C 4.31362 -2.11748 -1.54143
C 4.29744 -2.13845 -0.14914
O 3.92737 -0.88988 0.35577
C 3.82189 -0.63435 1.73850
C 2.40900 -0.87451 2.28289
O 2.22442 -1.03780 3.46419
O 1.44606 -0.82759 1.39289
H 5.06556 -4.60851 2.17467
H 3.92094 -3.34962 2.58304
H 5.66034 -2.98042 2.40376
H 5.03345 -5.40794 0.22575
H 4.52259 -3.19697 -3.37963
H 4.11869 -1.17781 -2.03709
H 4.04779 0.42321 1.89013
H 4.52821 -1.20201 2.31309
C 2.31928 -6.58665 1.24280
C 1.26241 -5.74108 1.95374
C 1.24242 -6.07846 3.44111
C -0.11708 -6.02804 1.34826
N 1.66402 -4.32404 1.86216
N 1.36741 -3.63187 0.66453
H 2.08518 -7.65041 1.32863
H 3.29832 -6.40786 1.69089
H 2.37199 -6.33416 0.17984
H 1.07401 -7.14540 3.59227
H 0.44572 -5.52695 3.94802
H 2.19627 -5.80726 3.89991
H -0.39250 -7.06900 1.52903
H -0.12764 -5.87003 0.26724
H -0.87506 -5.38763 1.80698
H 1.25197 -3.79872 2.62385
H 0.43506 -3.84187 0.31630
H 2.03695 -3.90804 -0.04328
F 0.87733 -7.05635 -6.61338
C -0.08959 -7.04081 -5.66747
F -0.01969 -8.21946 -5.02452
F -1.26432 -7.01483 -6.32731
C 0.06276 -5.87431 -4.74194
C -0.37666 -4.62180 -5.15005
C -0.20570 -3.52948 -4.32116
C 0.41512 -3.67053 -3.07391
C 0.87305 -4.93665 -2.69133
C 0.69585 -6.03141 -3.51746
C 0.55463 -2.54916 -2.20141
C 0.59450 -1.63478 -1.39296
H -0.85131 -4.50814 -6.11624
H -0.53893 -2.54815 -4.63367
H 1.38102 -5.04861 -1.74259
H 1.04633 -7.00786 -3.21170

Entry 3:
97
Properties=species:S:1:pos:R:3 method="wB97M-V/def2-TZVPD" homo_lumo_gap_ev=7.62 spin_multiplicity=1 charge=+1 homo_ha=-0.3558
Mg -1.15487 -0.99982 -0.32773
C -1.74964 0.95285 -3.33308
Si -0.67332 1.05711 -1.72536
C 0.86938 1.95723 -2.43938
C 0.84762 3.18512 -3.09579
C 1.98250 3.67694 -3.71833
C 3.16945 2.95643 -3.69889
C 3.22247 1.73827 -3.04705
C 2.07163 1.24999 -2.43570
P 2.01338 -0.35644 -1.57986
C 2.08174 -1.61329 -2.88623
C 1.98006 -2.94708 -2.48973
C 2.14046 -3.96785 -3.41085
C 2.39641 -3.66646 -4.73996
C 2.45916 -2.34247 -5.14708
C 2.29846 -1.31616 -4.22919
C 3.66655 -0.38461 -0.82189
C 3.86193 0.58132 0.16721
C 5.08090 0.67999 0.81124
C 6.11677 -0.17279 0.45693
C 5.92406 -1.13702 -0.51928
C 4.69749 -1.25522 -1.15490
C -1.65087 2.35697 -0.69416
C -2.23498 3.42912 -1.37149
C -2.94117 4.42201 -0.71765
C -3.09832 4.35513 0.65667
C -2.56356 3.28636 1.34992
C -1.84172 2.28917 0.69272
P -1.10347 0.93265 1.70412
C -2.32737 0.85613 3.08191
C -3.42734 0.03264 2.85528
C -4.41917 -0.12100 3.80624
C -4.32692 0.55179 5.01376
C -3.24307 1.38221 5.25054
C -2.24832 1.53307 4.29668
C 0.29134 1.84356 2.45468
C 0.84450 1.36741 3.64345
C 1.90573 2.02801 4.23708
C 2.45507 3.14806 3.62792
C 1.94006 3.59717 2.42201
C 0.86576 2.94808 1.83384
H -1.57253 1.82137 -3.96383
H -1.50973 0.07932 -3.93878
H -2.81667 0.93327 -3.11441
H -0.06019 3.77222 -3.11274
H 1.94410 4.62859 -4.22938
H 4.04857 3.33975 -4.19756
H 4.13807 1.16140 -3.02188
H 1.79848 -3.16835 -1.44804
H 2.07831 -4.99787 -3.08846
H 2.54769 -4.46171 -5.45536
H 2.64447 -2.11087 -6.18634
H 2.35464 -0.28798 -4.55861
H 3.04955 1.24959 0.43042
H 5.22790 1.42878 1.57781
H 7.07638 -0.08472 0.94519
H 6.73433 -1.79847 -0.79170
H 4.54935 -2.01856 -1.90694
H -2.14065 3.48207 -2.44615
H -3.36227 5.24598 -1.27587
H -3.64483 5.12268 1.18544
H -2.70988 3.22567 2.41881
H -3.50152 -0.47554 1.90190
H -5.26469 -0.76565 3.61193
H -5.09497 0.43449 5.76446
H -3.17139 1.92037 6.18563
H -1.41580 2.19315 4.49728
H 0.43055 0.48075 4.10812
H 2.30608 1.67001 5.17627
H 3.28256 3.66718 4.09273
H 2.36971 4.46295 1.93669
H 0.46581 3.31151 0.89591
N -1.36924 -2.67204 -1.76214
C -2.75847 -3.12638 -1.76114
C -3.65288 -1.90496 -1.92856
N -3.56800 -1.07866 -0.71774
H -1.14462 -2.29992 -2.68278
H -0.73426 -3.44868 -1.60342
H -2.96345 -3.59408 -0.79498
H -2.97447 -3.85427 -2.55173
H -4.67995 -2.21241 -2.15225
H -3.27861 -1.32168 -2.77228
H -4.18752 -1.47948 -0.01968
H -3.91054 -0.13905 -0.90168
I 1.81917 -4.12036 1.37219
C -0.10005 -3.87847 2.20532
C -0.33507 -4.46015 3.44323
C -1.59886 -4.33931 3.99238
C -2.57233 -3.65567 3.27797
C -2.22905 -3.13537 2.04354
N -1.01462 -3.23494 1.50193
H 0.45164 -4.99351 3.95420
H -1.81662 -4.78440 4.95270
H -3.57333 -3.53292 3.66441
H -2.95824 -2.62099 1.43208
O 1.21803 -0.56777 1.03024
C 0.97114 -1.12044 0.00701

Entry 4:
104
Properties=species:S:1:pos:R:3 method="wB97M-V/def2-TZVPD" homo_lumo_gap_ev="7.15 / 5.97" spin_multiplicity=6 charge=+1 homo_ha="-0.3241 / -0.3846" s2=8.814
Ir -0.69475 0.19701 -0.79784
C -0.06980 -5.23458 -2.16723
C 1.05820 -4.47586 -2.45339
C 1.23174 -3.22979 -1.86843
C 0.26209 -2.74266 -0.99596
C -0.87851 -3.48896 -0.71847
C -1.03667 -4.73766 -1.30167
N 0.40050 -1.45284 -0.42633
C 1.49204 -1.21354 0.39512
C 2.42952 -2.17616 0.77676
C 3.48752 -1.83190 1.59883
C 3.62412 -0.52893 2.06772
C 2.70541 0.44947 1.71281
C 1.65267 0.11287 0.87879
N 0.66325 0.97097 0.44935
N 0.71228 2.27962 0.63100
C -0.31256 2.90678 -0.00077
C -0.46604 4.29565 0.15849
C -1.47641 4.94158 -0.50294
C -2.33172 4.21525 -1.34266
C -2.14055 2.86117 -1.47094
N -1.17434 2.20378 -0.81096
H -0.20324 -6.20273 -2.63157
H 1.80472 -4.85139 -3.14087
H 2.09875 -2.61797 -2.08938
H -1.63172 -3.06900 -0.06427
H -1.93400 -5.31185 -1.10490
H 2.33432 -3.18963 0.41405
H 4.21548 -2.58244 1.87692
H 4.45218 -0.27432 2.71572
H 2.78944 1.46597 2.07370
H 0.22521 4.81127 0.80889
H -1.60909 6.00834 -0.38145
H -3.13036 4.69761 -1.88665
H -2.76249 2.24792 -2.10706
O -0.95696 -2.38266 4.50200
C -0.77405 -3.00660 3.46761
O -0.66065 -2.58703 2.27061
C -0.70340 -4.55486 3.58102
N -0.45973 -5.03021 2.16871
C 0.87927 -5.69519 2.11031
C 1.60836 -5.10833 3.31075
C 0.50892 -5.03677 4.37199
H -1.65320 -4.93323 3.95086
H -0.46457 -4.08123 1.68231
H -1.20429 -5.60692 1.79121
H 1.33566 -5.49982 1.14195
H 0.72997 -6.76824 2.22418
H 1.97125 -4.10639 3.07386
H 2.45626 -5.72231 3.60678
H 0.72543 -4.34223 5.18001
H 0.32687 -6.02285 4.80278
N 4.23842 6.29967 -1.43950
C 3.93832 5.00635 -1.78365
C 3.74641 4.03314 -0.79372
C 3.40237 2.74481 -1.13844
C 3.24447 2.40895 -2.47833
C 3.43762 3.36129 -3.47642
C 3.78156 4.64878 -3.13189
S 2.74251 0.80400 -2.90895
O 3.03549 -0.10926 -1.84469
O 3.18262 0.50623 -4.24709
N 1.08021 0.97060 -2.89127
C 0.38077 0.99367 -3.98113
S 0.96329 0.78346 -5.66613
C -0.63192 0.92416 -6.19534
C -1.51085 1.11812 -5.12588
N -0.97069 1.16288 -3.92641
H 4.59328 6.47127 -0.51482
H 4.60856 6.90411 -2.15232
H 3.87042 4.29840 0.24912
H 3.26646 1.98968 -0.37732
H 3.33330 3.08224 -4.51691
H 3.94023 5.39188 -3.90331
H -0.89324 0.86298 -7.23992
H -2.58110 1.22716 -5.23847
C -3.10009 1.72582 1.87926
Te -2.18316 -0.21191 1.78977
C -0.87817 0.52090 3.29732
C -1.40665 1.86437 3.72409
C -0.83380 2.53131 4.80523
C -1.30909 3.76938 5.20004
C -2.37158 4.35329 4.51993
C -2.95043 3.69221 3.45099
C -2.47167 2.44856 3.04440
H -4.17471 1.60246 2.01222
H -2.93590 2.26059 0.94541
H 0.12368 0.59867 2.88218
H -0.87417 -0.22441 4.09103
H -0.01467 2.06800 5.34206
H -0.86048 4.27568 6.04458
H -2.75388 5.31636 4.83162
H -3.78675 4.13946 2.92624
C -4.62978 -1.37357 -3.16167
C -4.81561 -0.58208 -2.03633
C -3.72499 -0.19473 -1.26972
C -2.42471 -0.59819 -1.58642
C -2.26450 -1.41757 -2.71330
C -3.34833 -1.77966 -3.50381
H -5.47759 -1.67353 -3.76376
H -5.81093 -0.25877 -1.75785
H -3.90503 0.45036 -0.41493
H -1.27905 -1.75941 -3.00688
H -3.18880 -2.39634 -4.38021

Calculated energy above the lowest of the compared OMol25 structures with the same formula, charge and spin in order - 1.6063; 0.9306; 1.8467; 0.0000 eV